(1)
A molecular structure, C17H15ClIN3ORh, computed with ωB97M-V with the def2-TZVPD basis set.

Output
Total charge: +1
E_tot, eV: -48012.9465
Frontier orbital gap (spin up / spin down), eV: 6.72 / 6.42
Multiplicity: 5
Relative energy (zero: lowest compared OMol25 entry of this formula, charge and spin), kcal per mole: 3.7

Positions of all 39 atoms, in Å:
H (-3.232211, 1.057671, 1.212806)
C (-1.477116, 1.237697, 2.564541)
H (-1.994070, -0.271055, -4.742298)
C (2.649549, -1.215432, 3.581284)
Rh (-0.221275, 0.980649, 0.684188)
C (0.874110, -1.835336, -0.168766)
C (-1.922457, 2.857791, 1.011918)
N (1.197958, -0.527676, 1.807388)
H (-3.728923, 1.555087, -4.030338)
N (-1.706472, 1.397069, -3.507836)
C (1.538993, -1.641312, 1.138208)
H (-2.374210, 3.401236, 0.197444)
O (0.045804, -1.008706, -0.566324)
H (-3.123405, 2.833412, -2.962041)
N (-0.473595, 1.736794, -1.403401)
H (-0.925648, 0.986858, -5.415541)
C (-2.883603, 2.208948, -3.818046)
H (3.719067, -3.051071, 3.312822)
C (-2.357286, 1.606195, 1.522240)
H (0.308355, 2.314786, 3.403414)
C (-1.211886, 0.451555, -4.509958)
Cl (3.833830, -4.904775, 1.392504)
H (1.441194, 0.570975, 3.513918)
C (-0.758979, 3.243579, 1.705152)
C (3.012538, -2.347061, 2.896535)
I (0.367703, -3.347682, -2.746924)
H (-0.185446, 4.139382, 1.527788)
H (3.057690, -0.995040, 4.557069)
C (1.739396, -0.330514, 2.998719)
C (2.442905, -2.581165, 1.635569)
H (-1.580849, 0.373613, 3.201850)
C (2.138058, -3.928486, -0.411922)
C (-0.483637, 2.262760, 2.674207)
H (2.394436, -4.815847, -0.973876)
C (2.730366, -3.735330, 0.824561)
H (-0.349196, -0.072873, -4.108138)
C (1.231153, -3.016202, -0.923331)
H (-2.680284, 2.841355, -4.682231)
C (-1.052542, 1.568144, -2.393152)

Atoms 1-6, force components in eV/Å:
H -0.01 0.02 0.01
C -0.03 0.00 0.23
H 0.01 0.00 -0.02
C -0.01 0.01 -0.01
Rh 0.23 0.45 -0.12
C 0.02 0.00 0.03

(2)
A molecular structure, C48H80Ge2N4O2P3Se2W, computed with ωB97M-V with the def2-TZVPD basis set.

Output
Total charge: +2
E_tot, eV: -334532.8512
Frontier orbital gap (spin up / spin down), eV: 5.80 / 4.12
Multiplicity: 2
Relative energy (zero: lowest compared OMol25 entry of this formula, charge and spin), kcal per mole: 39.7

Positions of all 142 atoms, in Å:
C (-4.316603, 1.267997, 0.974067)
H (7.420367, 0.421691, -0.908368)
C (-5.581221, 1.819600, -3.093149)
H (1.207340, 4.423068, 1.516645)
C (1.795700, 3.497896, 1.490515)
C (-4.277350, 0.789425, -1.378722)
C (0.226377, -4.349680, -1.882443)
C (0.357143, -4.536826, 2.392296)
C (1.377511, 1.749661, -4.717382)
H (-2.371800, -4.279145, -2.362327)
C (1.320681, -1.630247, -3.454509)
H (2.332421, 1.258935, -4.537467)
H (-6.104178, 1.828634, -0.999745)
H (2.459249, -1.963034, 5.299400)
Ge (0.682071, 2.718961, -3.180876)
C (-3.521719, -1.775327, 0.931592)
H (4.460088, -2.972319, -0.332398)
H (2.483136, -3.084047, 3.950622)
H (3.121330, 4.444210, 0.090511)
H (-1.030351, 4.144088, -4.336845)
H (7.649729, 2.477240, 0.228962)
C (2.641408, 3.474170, 0.222616)
H (3.432155, 2.722905, 0.311643)
C (-3.509757, 0.693712, -3.634912)
H (-6.271922, 0.543006, 1.431623)
Se (2.907752, 0.617434, -1.742168)
Se (2.893712, -0.072068, 1.494536)
C (-5.528794, 1.309101, 1.626105)
H (5.267076, 0.469645, -2.216933)
H (1.426525, 2.120601, 4.734089)
H (2.290265, 3.805262, 3.614757)
C (-3.902273, -3.054389, 1.334675)
H (7.377646, 0.242341, 0.853489)
H (3.351647, -2.141443, -3.945869)
W (1.019988, 0.237988, -0.147779)
C (6.865669, 0.688640, -0.004013)
H (4.742974, 1.545537, 1.326623)
H (0.595912, -0.720500, 4.316548)
H (-2.794674, 0.400851, -4.391059)
H (0.326179, -3.182906, -4.629102)
H (-1.045832, 1.471509, 3.102833)
C (-0.140376, 2.075882, 3.235922)
H (-5.031565, 4.145746, 3.371197)
N (-2.255805, -1.197062, 1.169679)
C (-0.686526, -3.126877, -1.749290)
C (-1.940175, -3.307906, -2.613426)
C (2.055168, -3.389126, 0.956547)
C (-1.105457, 3.322913, -3.622757)
H (-6.309693, -0.931783, -0.819821)
H (-5.418800, -4.559018, 1.274800)
N (-3.999397, 0.324409, -0.052117)
C (0.341828, 1.558585, -1.535459)
C (0.656925, -2.149992, -4.731838)
C (1.745670, 4.327208, -2.932077)
H (-1.720663, -3.320435, -3.680034)
H (-6.455192, 2.374268, -3.402930)
C (-3.592982, 3.243752, 2.076195)
H (-0.739731, 1.710923, -1.474676)
H (-6.956387, -3.235047, -0.141278)
H (3.180101, 2.491717, 2.850275)
H (1.213825, -4.208643, -1.460695)
P (0.191376, -1.517361, -2.005383)
H (1.421434, 0.632831, 3.823206)
H (6.203536, -1.759984, 0.595739)
H (0.151252, -3.656625, 4.852844)
Ge (-1.675494, 0.147451, 0.032565)
H (-4.805137, 1.604544, -5.074286)
H (5.232725, 0.012787, 2.039961)
H (2.460292, -3.466750, -3.216869)
C (-3.290819, 2.188887, 1.210196)
N (-2.166852, -0.240872, -1.759990)
C (-1.549889, -1.594019, 2.361225)
C (0.620278, -3.323091, 1.498648)
H (-3.248001, -3.678456, 1.927138)
H (2.250426, -2.666937, 0.155551)
H (-1.590979, -1.136045, -3.535351)
C (-0.103912, -2.606404, 4.902037)
H (-2.891301, 4.032289, 2.272186)
C (-0.986646, 2.929543, 0.658949)
C (0.774578, -1.731368, 3.988450)
C (5.624584, -1.388015, -0.257389)
C (-0.541031, 3.444185, 3.822576)
H (-0.234397, -5.203057, -1.381322)
C (-4.432203, -1.025001, 0.194594)
C (-6.005862, -2.823565, 0.166546)
C (5.435506, 0.101572, -0.097903)
C (-4.652833, 1.389593, -4.024895)
H (0.086072, -2.280928, 5.927111)
H (3.061162, -2.151709, -2.200492)
H (0.651058, 1.019155, -5.077011)
C (2.619974, -2.390115, -3.174877)
H (0.348576, -4.621541, -2.931941)
H (-6.743864, 2.388728, 3.027503)
C (-5.139786, -3.563775, 0.955511)
H (-1.637885, 3.684359, -2.739777)
P (0.483507, 2.197984, 1.493056)
H (0.311061, 3.928539, 4.294255)
C (-4.830493, 3.313706, 2.709571)
H (4.877863, 1.848493, -1.188974)
H (6.205407, -1.576808, -1.167630)
H (-1.805633, -2.612014, 2.642655)
C (-3.297563, 0.405667, -2.288225)
H (1.568642, -0.576095, -3.609720)
H (-0.631781, -4.545848, 2.846815)
H (-0.650254, 3.286653, -0.321832)
O (6.769345, 2.096554, 0.139218)
H (1.402875, -2.129466, -5.528675)
H (2.779874, -3.179163, 1.746121)
H (-0.097117, -3.376449, 0.690395)
C (2.748439, 3.481615, 2.690771)
H (2.068886, 3.250707, -0.671354)
C (4.780054, 0.764274, -1.285175)
H (-0.961221, 4.144337, 3.116425)
H (1.494522, 4.872180, -2.028864)
H (1.489336, 4.956596, -3.786181)
H (2.818677, 4.134913, -2.953971)
P (0.270051, -1.650990, 2.186651)
H (-1.172483, -2.498148, 4.733492)
C (-5.646555, -1.536291, -0.211558)
H (1.101102, -4.632402, 3.179873)
H (3.571680, 4.166976, 2.484097)
C (-5.388558, 1.511039, -1.749599)
H (0.180802, 0.950670, 5.048069)
H (-0.708421, 0.342423, -3.220951)
H (-1.807775, -0.963507, 3.223897)
H (-1.043529, -3.047547, -0.730262)
C (-1.159032, -0.535659, -2.734307)
H (2.262206, -4.390001, 0.583367)
C (4.727729, 0.465233, 1.184165)
C (-5.793518, 2.338867, 2.516143)
C (0.780009, 1.395617, 4.254561)
H (-1.295106, 3.816208, 1.197493)
H (-2.693494, -2.549978, -2.408236)
N (-2.048532, 1.943224, 0.571734)
H (-1.700764, 2.530436, -4.069094)
H (1.513204, 2.497945, -5.500426)
O (4.340797, -2.019049, -0.313436)
H (0.431058, -5.430450, 1.768931)
H (-1.293640, 3.285209, 4.595980)
C (2.249885, -2.056572, 4.232288)
H (-0.183956, -1.545821, -5.065881)
H (2.930077, -1.395847, 3.703030)

Atoms 1-6, force components in eV/Å:
C 0.33 0.03 -0.03
H 0.02 0.00 -0.06
C 0.03 -0.03 0.06
H 0.06 0.03 -0.01
C 0.08 0.07 -0.02
C 0.15 -0.07 0.04

(3)
A single C2H2ClNS molecule, computed with ωB97M-V with the def2-TZVPD basis set.

Output
Structure (SMILES): N#C[C@H](S)Cl
E_tot, eV: -26951.9371
Frontier orbital gap, eV: 8.68
Relative energy (zero: lowest compared OMol25 entry of this formula, charge and spin), kcal per mole: 21.1

Positions of all 7 atoms, in Å:
S (-0.093008, -0.911362, -1.423960)
C (-0.217628, -0.336051, 1.370496)
Cl (1.869070, 0.798554, 0.115527)
C (-0.196898, 0.003811, 0.014132)
H (-0.354021, -0.059214, -2.381128)
N (-0.258887, -0.501479, 2.497838)
H (-0.748629, 1.005740, -0.192904)

Atoms 1-6, force components in eV/Å:
S -0.14 -3.02 0.48
C -0.41 -0.88 -0.15
Cl -1.55 -0.18 0.07
C 1.57 4.96 -2.06
H -0.34 1.22 -0.04
N -0.14 -0.31 1.04

(4)
A molecular structure, C11H15ClN2O2RuS, computed with ωB97M-V with the def2-TZVPD basis set.

Output
Total charge: +2
E_tot, eV: -44646.1239
Frontier orbital gap (spin up / spin down), eV: 7.59 / 5.39
Multiplicity: 5
Relative energy (zero: lowest compared OMol25 entry of this formula, charge and spin), kcal per mole: 0.0

Positions of all 33 atoms, in Å:
H (2.037315, 3.725831, -1.876727)
C (-2.148803, -1.224322, 1.386116)
H (3.022353, 3.476908, -0.401796)
Cl (1.236917, -2.396593, -1.229800)
H (0.258385, -4.552245, -0.064811)
C (-0.312623, -4.434371, 0.855460)
C (2.606266, 2.995697, -1.293059)
O (-0.282929, -0.393508, -3.733985)
C (-1.842453, -2.737990, -0.385846)
H (-3.390370, -1.113728, -0.526784)
H (0.389651, -4.370730, 1.692521)
H (-2.057256, -3.341713, -1.264644)
O (-1.940682, 1.739335, -0.746919)
H (-0.944454, -5.314555, 0.985021)
C (-1.316014, -2.269960, 1.830100)
C (1.315449, 1.597644, 0.285046)
N (1.767340, 1.842717, -0.953035)
Ru (-0.560847, -0.945846, -0.768233)
C (-1.109709, -3.198177, 0.785296)
H (0.795907, 2.211738, 2.095157)
H (1.632633, 4.588662, 1.128904)
S (1.039907, -0.026165, 0.821196)
C (0.778325, 3.947183, 0.871634)
H (-2.540035, -0.403784, 1.980017)
H (-0.905175, -2.413082, 2.832349)
N (1.117926, 2.559307, 1.189989)
C (-2.536843, -1.520356, 0.011020)
H (-0.091609, 4.225532, 1.480325)
H (0.518064, 4.068271, -0.187760)
H (1.914498, 1.010428, -1.521253)
C (-0.453890, -0.655358, -2.613733)
C (-1.429464, 0.693965, -0.752208)
H (3.432220, 2.629267, -1.909557)

Atoms 1-6, force components in eV/Å:
H 0.15 -0.11 0.12
C -0.56 -0.49 -0.38
H -0.15 -0.27 -0.18
Cl 0.25 -0.15 0.11
H -0.07 -0.21 0.01
C 0.44 0.20 0.21